19
Properties=species:S:1:pos:R:3:forces:R:3:lowdin_charge:R:1 method="wB97M-V/def2-TZVPD" charge=+1 e_above_lowest_kcal_mol=30.9
C 0.549075 1.209012 1.473026 0.045 -3.212 -2.782 0.0820
C 1.044162 2.674592 -0.296609 -2.365 -1.660 -2.713 -0.0239
C -0.208552 0.642340 -0.997107 -1.882 -1.898 1.323 -0.5911
C 0.395559 -0.304916 0.162857 0.775 3.787 0.991 -0.7320
C -0.747042 -2.676774 -0.031836 1.914 0.982 -0.146 -0.0842
C -0.402423 -1.395620 0.805594 -1.136 -0.534 2.182 -0.3745
N 0.903040 2.269140 0.934694 0.712 1.442 0.995 0.0899
N 0.314883 1.941018 -1.224497 1.839 1.895 1.142 0.0361
Cl -2.073645 0.904766 -0.618852 1.439 -0.183 -0.246 0.5899
I 2.386744 -0.924715 -0.339155 -0.435 0.300 -0.036 0.9542
H 0.224680 1.207569 2.495363 -0.477 -0.350 0.449 0.1233
H 1.543018 3.631295 -0.557720 -0.111 -1.045 0.029 0.1742
H -0.243478 0.157956 -1.987889 0.209 -0.154 0.683 0.1212
H -0.606806 -2.520741 -1.122445 0.378 -0.265 0.658 0.0828
H -1.771640 -2.886701 0.060402 -1.301 -0.484 0.446 0.0546
H -0.115060 -3.481861 0.399725 -0.581 0.250 -0.899 0.0899
H 0.143656 -1.761835 1.771046 -0.653 0.907 -1.804 0.1416
H -1.364681 -0.952762 1.219891 1.094 -0.353 -0.658 0.0993
H 0.028510 2.268228 -2.146483 0.536 0.575 0.384 0.1668